Entry 1:
Here is one molecule with the formula C25H29NO4 from OMol25. Energies are from ωB97M-V/def2-TZVPD.

Structure (ORCA input):
```
! wB97M-V def2-TZVPD RIJCOSX def2/J DEFGRID3
* xyz 0 1
H 0.059 -0.003 4.391
H -0.734 -1.600 4.402
H 0.711 -0.158 -2.395
H 3.257 -1.030 -3.841
H -0.467 -1.846 -1.494
C 0.446 0.742 -1.867
O -1.612 -0.179 -1.022
H 4.227 -2.504 -3.587
H -4.270 -0.526 2.701
H -0.395 4.043 -0.123
C -3.983 0.372 3.250
H -1.120 1.790 2.862
C 3.235 -2.060 -3.474
C -0.435 -0.765 3.761
C 0.819 -2.636 0.746
O 0.980 -2.193 -4.262
C -1.393 -1.345 -1.785
C 0.124 -2.326 1.896
H 4.199 2.200 -3.445
H -0.492 0.660 1.640
H -2.449 0.943 4.669
H 2.587 -2.936 -5.339
C 0.491 -1.235 2.675
C -1.017 2.044 -0.455
H 2.968 3.482 -3.345
C 2.849 -2.033 -2.080
H -3.555 2.443 2.798
C -2.707 0.072 4.036
H -4.652 1.674 1.653
C 1.618 -0.503 2.320
C 3.394 2.611 -2.837
C 1.889 -1.837 0.341
O 2.450 1.577 -2.701
N -1.637 -0.251 3.116
C 1.031 3.015 -1.332
C 2.225 -2.860 -4.302
H -2.779 0.268 0.800
C -0.715 0.835 -1.116
H 2.129 -3.875 -3.890
H -2.873 -0.786 4.693
C 2.312 -0.793 1.162
H 3.156 -0.189 0.862
C -3.761 1.514 2.262
H -1.357 -1.120 -2.855
H -0.742 -2.906 2.178
H 3.797 2.918 -1.867
C -0.141 3.113 -0.608
C 2.458 -2.005 -0.943
H -4.787 0.622 3.945
C -2.203 2.284 0.411
C -2.568 1.172 1.374
H 0.518 -3.473 0.132
O -2.773 3.353 0.410
H -2.243 -1.992 -1.574
H 1.684 3.870 -1.399
C 1.333 1.814 -1.962
H 1.927 0.331 2.934
H 0.342 -2.686 -4.786
C -1.356 0.887 2.265
*
```

## Properties
**HOMO**: -8.3 eV
**LUMO energy**: 0.563 eV
**Energy above the lowest of the compared OMol25 structures with the same formula, charge and spin**: 23.9 kcal per mole

=====

Entry 2:
Here is C19H32AlBBr6Cl2F4MgN2O17S2 as an isolated structure in a non-equilibrium geometry from OMol25. Energies are from ωB97M-V/def2-TZVPD.

Structure (ORCA input):
```
! wB97M-V def2-TZVPD RIJCOSX def2/J DEFGRID3
* xyz 0 1
H 0.441 9.912 3.205
H -0.796 -3.215 4.404
H -2.384 0.126 6.089
B 1.731 -2.966 2.729
H 4.341 -1.873 1.324
H -1.844 -3.452 -9.719
C 0.874 9.114 2.607
F -0.360 3.175 -10.525
O -0.701 -0.516 -1.506
O 2.132 1.473 -10.206
H -4.415 -3.367 -5.126
H -2.741 -3.613 -5.517
H -2.201 -2.669 0.984
Br -4.384 -2.575 6.071
O 0.836 5.738 3.432
H 1.007 3.710 3.585
H 2.344 -2.539 4.516
O 1.418 2.878 0.617
H -2.808 0.878 4.539
C 0.523 -1.967 0.500
C -2.463 -3.331 -8.839
O 0.640 7.887 3.302
C 6.060 1.136 -0.093
H 7.068 1.374 -0.480
O 1.749 2.051 -1.626
C 1.294 4.500 2.884
F -0.170 -3.859 1.659
O -3.993 -2.300 -2.905
F -1.453 2.027 -9.059
O 2.580 0.801 0.263
O 0.912 0.180 -8.550
H -2.495 -0.989 1.289
H -0.519 1.110 4.596
C -2.319 -0.011 4.998
Br -4.299 -3.529 -9.407
O 0.194 0.943 -0.166
H -3.513 -3.014 4.159
S 0.860 0.916 -9.802
O -0.732 -1.506 0.250
Br -2.087 -2.242 8.266
C -0.176 -0.213 -2.667
H 5.446 1.238 -1.023
H 0.827 4.300 1.926
O 2.847 -3.060 1.921
C -2.716 -3.398 3.477
C -3.695 -3.189 7.771
H 4.496 -2.453 3.029
C 3.808 -2.059 2.259
H 0.678 -0.844 -3.014
Cl 0.252 -0.850 5.652
H -0.851 -0.279 -3.545
C -1.699 -1.747 1.311
C -0.796 -1.827 2.608
F 0.291 3.159 -8.469
H 0.270 0.804 -2.765
Br -1.939 -4.709 -7.585
O 5.911 -0.043 0.590
C -1.420 -2.872 3.555
H 0.387 9.103 1.633
O 1.706 6.797 1.636
H -1.381 0.263 2.493
O 1.417 -1.874 -0.205
C -3.146 -2.705 -3.687
O 1.837 -3.241 4.084
Br -3.436 -5.099 7.783
O 0.176 0.206 -10.863
Al 0.062 2.552 4.121
Br -2.107 -1.583 -8.126
C 1.121 6.808 2.680
C -0.210 2.382 -9.450
N -3.446 -3.280 -4.881
H 3.338 -1.104 2.549
H -4.443 -2.962 8.518
H 5.802 2.073 0.419
H -2.881 -0.882 4.651
S 1.493 1.679 -0.229
C -0.861 0.018 4.524
Cl 0.979 0.382 2.628
H -1.099 -2.935 -4.070
H -3.007 -4.236 2.821
H -1.531 -2.189 -2.565
Mg 5.095 -0.811 -1.074
H 1.942 9.297 2.499
C 0.404 -2.560 1.932
N -1.804 -2.610 -3.435
C -0.645 -0.342 3.052
H 2.378 4.497 2.789
*
```

## Properties
**HOMO**: -7.1 eV
**LUMO energy**: -4.749 eV

=====

Entry 3:
Here is a 40-piece molecular cluster, H80O40 overall in a non-equilibrium geometry from OMol25. Energies are from ωB97M-V/def2-TZVPD.

Structure (ORCA input):
```
! wB97M-V def2-TZVPD RIJCOSX def2/J DEFGRID3
* xyz 1 2
H 1.982 -4.356 1.148
H 4.481 2.757 3.208
O -1.491 -2.663 0.337
H -1.887 2.571 0.578
H -3.619 -5.529 -0.292
H -3.380 1.453 -2.752
H -0.659 -0.713 -2.919
H -2.172 -2.188 -0.130
H -2.287 -2.821 -2.099
H -4.144 -2.673 -0.999
O 1.841 1.542 4.623
H -4.253 -1.181 2.560
H 2.615 2.037 4.367
O 1.336 4.835 -2.266
O 4.735 2.920 4.122
O -2.449 -3.748 -1.831
O 0.114 2.263 -1.843
H -2.761 -4.144 -2.662
O 1.857 -0.808 3.009
H 2.352 -1.149 -5.772
H 0.460 1.851 -0.139
O -3.901 -5.288 0.592
H 0.663 1.833 -2.504
O -4.870 -2.186 -0.592
O -2.248 4.293 -2.128
H 2.288 1.083 -0.861
H 0.770 -5.718 1.355
O -3.798 -3.631 -4.324
H -3.175 -3.008 4.506
O -3.050 -2.396 3.778
O 1.231 2.894 -5.579
O -2.381 0.954 4.925
H 2.558 6.464 1.379
O 1.770 -2.546 -3.083
O 3.866 2.937 0.968
H -3.254 -0.951 -2.848
O -1.245 0.487 0.064
H 1.757 2.144 -5.861
H 2.953 -1.836 -0.502
H 3.911 3.282 4.471
O 5.213 -0.033 1.616
H 2.139 -4.615 -2.207
O -3.541 2.218 -3.299
O -1.493 2.583 2.867
H 0.384 2.456 -5.444
H -1.930 0.680 5.713
H 0.115 0.294 -3.725
O 2.058 -0.285 -5.508
H -4.562 -1.109 1.126
H 2.937 2.756 0.876
O 1.812 -5.419 -1.771
H -3.565 -4.431 0.791
H 3.775 -2.405 3.203
H -1.621 -0.379 2.823
O -4.476 -0.521 1.886
H -2.925 2.912 -2.984
H 1.750 4.923 -3.128
O 0.777 3.972 3.464
O -0.771 0.036 2.741
H -1.009 0.859 -0.794
H 4.169 -1.733 0.409
O 0.836 1.964 0.741
H 1.429 -3.083 4.633
H 3.286 -2.945 4.529
H 0.230 3.521 4.086
H 0.779 -0.669 0.965
O -2.645 -1.110 -2.106
O -0.174 -0.620 -3.756
H 1.143 -1.389 2.792
H -2.206 -2.482 3.334
O 1.560 -6.149 1.203
H 4.237 3.065 -2.055
H -0.871 -0.414 0.001
H 0.456 -3.962 3.990
O -4.948 4.024 -1.525
H 4.747 -0.296 2.439
H -2.580 0.122 4.520
H -5.589 -2.801 -0.426
H -4.210 4.159 -2.141
O 2.100 -3.529 1.639
H 6.015 -0.423 2.018
O 1.602 6.600 1.329
H 0.843 -2.340 -3.104
O 0.834 -3.076 3.878
H 2.184 -0.691 3.901
O 0.869 -1.373 0.318
H 1.517 6.522 0.372
H 1.064 1.906 4.187
H 1.059 -2.240 0.712
O 3.019 0.447 -1.059
H 1.290 1.354 1.320
H -0.638 0.600 1.972
O -3.384 -0.383 -4.539
H -4.520 3.875 -0.680
H -3.013 -3.624 -4.874
H 0.889 -5.250 -2.018
H 3.313 0.137 -0.187
H 4.453 3.630 0.778
H 2.090 -3.363 2.598
O 3.948 -2.372 4.146
H 0.731 4.889 3.213
O 3.856 2.627 -2.820
H -1.893 5.103 -2.504
H 2.305 -1.753 -3.025
H 1.568 -6.425 0.277
H 3.864 1.687 -2.675
H -4.347 -2.858 -4.471
O 3.931 -2.012 -0.521
H 0.380 4.781 -2.283
H 1.375 -0.403 -4.855
H -2.242 2.117 3.270
H -0.823 1.931 3.086
H 0.324 3.210 -1.916
H -1.677 3.900 1.278
H -2.896 -0.442 -1.452
O -1.775 3.506 0.404
H -0.865 -2.860 -0.360
H -2.086 4.216 -1.164
H -3.515 -0.858 -5.362
H -2.986 0.477 -4.707
*
```

## Properties
**HOMO (alpha / beta)**: -12.0 / -12.0 eV
**LUMO energy (alpha / beta)**: -3.128 / -10.121 eV
**Energy above the lowest of the compared OMol25 structures with the same formula, charge and spin**: 139.0 kcal per mole
**Expectation value of S²**: 0.757

=====

Entry 4:
Here is C62H39Cl4N4PV as an isolated structure in a non-equilibrium geometry from OMol25. Energies are from ωB97M-V/def2-TZVPD.

Structure (ORCA input):
```
! wB97M-V def2-TZVPD RIJCOSX def2/J DEFGRID3
* xyz 0 4
C -4.483 1.789 -3.296
C 1.847 -3.560 -0.706
C -2.464 2.376 -4.405
H 3.708 -2.571 1.075
H -2.630 2.833 -6.488
H -0.866 -3.970 -1.561
H 4.409 5.823 -4.072
C 3.867 4.961 -0.358
H -3.978 -3.609 1.343
N -1.973 0.977 0.249
H 2.245 -0.359 -1.716
H -4.993 1.920 -0.731
C -0.621 -0.865 4.052
C -4.125 1.024 1.026
H -1.913 -4.589 -3.696
P 0.000 -1.372 -0.441
C -1.129 -3.201 -2.274
C 0.981 3.205 -1.394
H 5.029 0.100 1.208
C 2.405 -0.532 2.165
H 1.358 -1.624 4.588
C -0.860 -4.032 2.569
C -2.075 -2.569 -4.389
C -4.147 1.467 -0.257
C -1.060 2.622 -1.935
C -1.817 -1.238 -4.108
C -0.780 3.850 -2.616
H -4.955 0.979 1.705
C -4.419 -0.113 5.712
C 0.472 4.232 -2.250
H 0.986 5.132 -2.528
H -1.388 2.447 -4.431
H 4.990 2.276 -0.335
C 0.706 -1.109 3.911
C -0.843 -2.482 0.731
C -2.911 -3.477 1.455
H -2.553 -2.847 -5.316
H -1.246 -1.164 4.870
H -4.418 0.268 6.720
H -5.027 1.384 -2.466
C -3.427 -0.232 3.514
C 4.253 5.581 -3.034
H 3.722 4.727 0.687
Cl 5.744 7.758 -2.486
H 3.204 -5.160 -1.117
H -0.337 -4.577 3.342
C 2.305 3.111 -0.959
H 1.158 -4.200 -0.175
C -2.228 -2.609 0.626
N 1.965 1.119 0.422
H 0.897 -3.045 1.858
H 5.385 -1.550 5.593
H -2.763 -4.878 3.061
C 5.576 -2.802 3.869
C -2.770 0.677 1.322
C 3.946 -1.062 4.084
Cl -5.428 2.774 -7.043
C -2.371 0.127 2.545
C 1.576 -2.204 -0.870
Cl 6.913 -3.683 4.521
C 4.648 6.048 -0.708
H -6.254 1.821 -4.487
H -2.759 -2.042 -0.128
V 0.017 0.875 0.260
C -5.444 -0.946 5.296
C 3.000 -4.107 -1.245
H 5.113 6.661 0.048
C -2.337 1.994 -1.958
H 3.515 -0.258 4.660
C -5.190 2.000 -4.461
C 5.106 -3.100 2.599
H -4.476 -1.448 2.111
C -5.475 -1.424 3.997
C 4.064 -2.358 2.074
C -0.863 -1.862 -1.990
N 0.002 2.266 -1.166
C 3.629 -1.959 -2.105
C 2.767 2.033 -0.199
C -3.422 0.245 4.823
C 4.147 1.729 0.044
H -2.098 -0.472 -4.814
N 0.027 0.047 2.053
C -0.168 -3.175 1.732
C 3.887 -3.312 -1.952
H -1.477 4.396 -3.222
Cl -6.703 -1.381 6.400
H 4.326 -1.332 -2.639
H 4.779 -3.748 -2.381
C 2.477 -1.410 -1.575
C -2.798 1.434 -0.741
C -3.113 2.072 -3.192
H 3.042 3.876 -3.446
C 3.476 4.496 -2.676
C -4.538 2.444 -5.598
C 1.104 -0.525 2.669
C -4.472 -1.066 3.119
H -6.288 -2.051 3.668
C 4.999 -1.786 4.614
C 4.170 0.617 0.823
H 5.557 -3.888 2.015
C 3.242 4.190 -1.337
C -1.045 -0.166 2.873
H -0.963 0.145 -2.694
C 2.803 0.288 1.110
C -3.158 2.578 -5.581
C -1.724 -3.549 -3.473
C 4.822 6.365 -2.045
C -1.198 -0.887 -2.920
C 3.464 -1.338 2.809
H -2.638 0.915 5.146
C -2.226 -4.197 2.420
*
```

## Properties
**HOMO (alpha / beta)**: -6.6 / -6.8 eV
**LUMO energy (alpha / beta)**: -1.212 / -1.516 eV
**Expectation value of S²**: 3.782

=====

Entry 5:
Here is a 8-piece molecular cluster, C15H32Br14F3NP overall in a non-equilibrium geometry from OMol25. Energies are from ωB97M-V/def2-TZVPD.

Structure (ORCA input):
```
! wB97M-V def2-TZVPD RIJCOSX def2/J DEFGRID3
* xyz 1 1
H 2.227 0.680 3.673
H 3.976 -3.822 5.091
H 0.971 0.889 4.906
H 2.593 -0.214 -4.128
C 2.911 0.450 5.709
Br 4.760 0.398 5.113
H 4.263 2.467 -0.377
H -8.039 -1.026 0.546
H -1.213 4.889 -5.083
H -3.707 -2.125 1.441
H -1.752 6.221 -7.239
Br 2.221 3.000 4.575
C 2.611 2.907 0.964
Br 1.918 -1.431 -1.219
H 4.725 2.973 1.259
H -3.769 -3.883 3.106
C -1.834 6.594 -6.224
Br 1.145 -2.595 -4.575
H 2.204 2.765 -4.928
H 3.851 0.873 -4.181
H 3.190 -4.833 6.320
Br -1.386 -4.485 3.365
C 0.131 1.412 -4.012
F -0.024 0.522 -4.979
Br -1.508 8.507 -6.296
C 3.091 -4.405 5.326
Br -1.419 -1.214 1.687
N 2.961 0.657 -3.749
H -0.340 -1.574 -2.253
Br -6.418 -2.364 1.845
H -6.394 -0.407 0.313
C 1.823 -3.600 5.225
C -0.886 5.907 -5.279
C -6.925 -2.077 -0.957
H -0.188 -4.033 -3.062
Br -5.081 -2.240 -1.565
Br 4.212 0.551 1.199
H -7.451 -1.557 -1.753
H 2.260 2.620 1.949
H -2.858 6.481 -5.877
Br 1.314 2.176 -0.301
F -0.334 0.939 -2.859
C -2.875 -3.267 3.052
H -0.145 -2.772 -0.964
H 2.011 2.664 -2.638
H 2.553 3.988 0.862
Br 0.900 5.749 -6.049
H -2.877 -2.551 3.866
C 4.001 2.410 0.674
H -7.313 -3.085 -0.862
C 0.666 -3.392 -2.858
H 1.747 -2.899 6.054
P 1.918 1.931 -3.839
H 2.626 -0.586 5.875
Br 3.071 -5.915 4.102
H 1.511 -3.998 -2.553
F -0.523 2.539 -4.327
C -7.010 -1.299 0.328
H 0.935 -4.220 5.197
H -2.503 -3.320 0.924
H -0.774 6.441 -4.342
C -2.773 -2.615 1.703
C 0.316 -2.335 -1.847
C 2.017 1.063 4.666
H 2.899 0.987 6.651
Br 1.789 -2.513 3.610
*
```

## Properties
**HOMO**: -11.5 eV
**LUMO energy**: -3.225 eV

=====

| no. | DFT total energy (eV) |
| --- | --- |
| 1 | -36073.694 |
| 2 | -548550.993 |
| 3 | -83187.404 |
| 4 | -155957.105 |
| 5 | -1015594.516 |